DFT (ωB97M-V with the def2-TZVPD basis set) results for C9H11O3 as an isolated structure in a non-equilibrium geometry.

Structure (XYZ):
```
23
C9H11O3 (ωB97M-V with the def2-TZVPD basis set)
O -2.007 2.583 -0.925
O -1.574 0.155 -1.685
O -0.813 4.460 -0.774
C -0.849 3.238 -1.004
C -1.487 -0.643 0.512
C 1.453 -2.388 2.275
C -0.704 -1.292 1.534
C -0.890 -0.568 -0.728
C 0.397 2.552 -1.597
C 0.458 -0.963 -0.994
C 0.550 -1.735 1.284
C 1.185 -1.496 0.040
H 0.068 1.832 -2.412
H 2.307 -1.823 2.477
H 0.742 -1.050 -2.184
H 1.721 -3.377 2.030
H -1.799 1.248 -1.151
H -2.500 -0.189 0.640
H 0.789 3.348 -2.205
H -1.204 -1.636 2.497
H 2.154 -2.033 -0.124
H 1.191 2.251 -0.808
H 0.813 -2.475 3.303
```

relative energy (zero: lowest compared OMol25 entry of this formula, charge and spin) = 45.1 kcal per mole
HOMO = -4.51 eV
gap between HOMO and LUMO = 7.82 eV
largest force on an atom = 0.099 hartree/bohr
net charge = -1
LUMO = 3.308 eV

Charge distribution, natural (NBO) scheme, values in e:
1 O -0.773
2 O -0.808
3 O -0.708
4 C 0.774
5 C -0.291
6 C -0.589
7 C -0.187
8 C 0.302
9 C -0.758
10 C -0.248
11 C -0.117
12 C -0.209
13 H 0.241
14 H 0.205
15 H 0.217
16 H 0.199
17 H 0.512
18 H 0.232
19 H 0.216
20 H 0.191
21 H 0.192
22 H 0.226
23 H 0.183

DFT (ωB97M-V with the def2-TZVPD basis set) results for one molecule with the formula C9H12 in a non-equilibrium geometry.

Structure (XYZ):
```
21
C9H12 (ωB97M-V with the def2-TZVPD basis set)
C -1.459 -0.138 -0.041
C 0.669 0.324 -1.315
C -0.127 1.747 0.842
C 1.917 -0.221 -0.744
C -0.316 0.543 -0.071
C 2.946 -0.523 -0.219
C -2.458 -0.889 0.179
C -3.841 -0.788 -0.360
C 4.316 -0.782 0.343
H 5.039 -0.637 -0.448
H -3.778 -1.325 -1.308
H -1.184 1.915 1.372
H 1.047 1.414 -1.732
H -2.339 -1.770 0.688
H 4.301 -1.755 0.721
H -4.184 0.238 -0.286
H 0.013 2.590 0.077
H 0.842 1.619 1.426
H 4.458 -0.167 1.295
H -4.543 -1.337 0.283
H 0.310 -0.317 -2.074
```

relative energy (zero: lowest compared OMol25 entry of this formula, charge and spin) = 89.7 kcal per mole
SMILES = CC#CCC(C)=C=CC
HOMO = -8.88 eV
gap between HOMO and LUMO = 9.74 eV
largest force on an atom = 0.083 hartree/bohr
LUMO = 0.862 eV

Charge distribution, natural (NBO) scheme, values in e:
1 C 0.056
2 C -0.463
3 C -0.644
4 C -0.044
5 C -0.036
6 C -0.008
7 C -0.267
8 C -0.632
9 C -0.669
10 H 0.235
11 H 0.225
12 H 0.238
13 H 0.225
14 H 0.208
15 H 0.228
16 H 0.221
17 H 0.213
18 H 0.233
19 H 0.232
20 H 0.210
21 H 0.240

DFT (ωB97M-V with the def2-TZVPD basis set) results for C9H12BiI2IrO5S as an isolated structure in a non-equilibrium geometry.

Structure (XYZ):
```
31
C9H12BiI2IrO5S (ωB97M-V with the def2-TZVPD basis set)
Bi 0.246 0.324 1.685
Ir 1.657 -0.654 -0.471
I -1.726 -1.777 2.251
I 1.354 -3.208 0.390
S -0.568 -1.140 -0.919
O 4.208 -0.505 1.223
O 1.660 -0.626 2.983
O 3.033 0.748 -2.807
O 1.188 1.944 5.242
O -1.164 4.454 1.441
C 2.464 0.214 -1.950
C -2.911 0.142 -1.448
C 0.856 1.702 4.181
C -1.457 -0.711 -3.306
C -1.495 0.070 -1.983
C -0.733 3.414 1.635
C 3.230 -0.545 0.602
C 1.813 -1.862 3.590
C -0.873 1.446 -2.128
H 2.466 -1.708 4.461
H 0.836 -2.276 3.895
H -2.940 0.673 -0.501
H -2.070 -0.218 -4.068
H -1.351 1.894 -3.017
H -3.316 -0.859 -1.282
H -0.432 -0.775 -3.689
H -1.830 -1.737 -3.158
H 0.209 1.383 -2.304
H 2.269 -2.567 2.875
H -1.087 2.081 -1.256
H -3.537 0.681 -2.167
```

relative energy (zero: lowest compared OMol25 entry of this formula, charge and spin) = 22.7 kcal per mole
HOMO (alpha / beta) = -24.21 / -23.78 eV
multiplicity = 5
gap between HOMO and LUMO (alpha / beta) = 6.67 / 4.81 eV
largest force on an atom = 0.140 hartree/bohr
net charge = +4
LUMO (alpha / beta) = -17.543 / -18.964 eV

Charge distribution, natural (NBO) scheme, values in e:
1 Bi 1.468
2 Ir 0.209
3 I 0.512
4 I 0.652
5 S 0.151
6 O -0.227
7 O -0.801
8 O -0.183
9 O -0.306
10 O -0.330
11 C 0.563
12 C -0.651
13 C 0.505
14 C -0.637
15 C -0.070
16 C 0.460
17 C 0.533
18 C -0.249
19 C -0.646
20 H 0.299
21 H 0.208
22 H 0.215
23 H 0.335
24 H 0.316
25 H 0.244
26 H 0.235
27 H 0.257
28 H 0.199
29 H 0.200
30 H 0.233
31 H 0.307

DFT (ωB97M-V with the def2-TZVPD basis set) results for C9H12Br2I2N3 as an isolated structure in a non-equilibrium geometry.

Structure (XYZ):
```
28
C9H12Br2I2N3 (ωB97M-V with the def2-TZVPD basis set)
I -0.259 2.604 -2.464
I 2.799 1.190 -3.718
Br -2.915 2.131 0.561
Br 1.853 1.810 1.801
N -1.910 -2.038 -0.410
N -0.006 -0.848 0.724
N -0.128 -3.363 0.998
C -0.994 1.453 0.630
C -0.686 -2.209 0.472
C -0.457 0.161 -0.286
C 1.745 0.209 -2.019
C -1.619 -0.702 -1.121
C -0.104 2.219 1.575
C -0.682 3.477 2.512
C 2.386 -1.159 -1.399
C 0.479 0.745 -1.468
H 0.049 -4.247 0.452
H -1.993 -2.855 -1.084
H -1.413 -0.851 -2.287
H 0.996 -0.885 1.008
H 3.228 -1.645 -2.091
H 0.166 -3.314 2.003
H -0.866 4.408 1.818
H 0.105 3.697 3.376
H -1.654 3.092 3.058
H 1.617 -1.982 -1.080
H -2.708 -0.245 -1.155
H 2.971 -0.852 -0.404
```

HOMO = -11.62 eV
gap between HOMO and LUMO = 7.03 eV
largest force on an atom = 0.121 hartree/bohr
net charge = +1
LUMO = -4.585 eV

Charge distribution, natural (NBO) scheme, values in e:
1 I 0.234
2 I 0.241
3 Br 0.089
4 Br 0.056
5 N -0.550
6 N -0.600
7 N -0.830
8 C -0.117
9 C 0.728
10 C 0.007
11 C -0.160
12 C -0.262
13 C -0.056
14 C -0.670
15 C -0.696
16 C -0.211
17 H 0.462
18 H 0.427
19 H 0.256
20 H 0.453
21 H 0.271
22 H 0.452
23 H 0.261
24 H 0.252
25 H 0.254
26 H 0.206
27 H 0.269
28 H 0.235

DFT (ωB97M-V with the def2-TZVPD basis set) results for one molecule with the formula C9H12BrClSi in a non-equilibrium geometry.

Structure (XYZ):
```
24
C9H12BrClSi (ωB97M-V with the def2-TZVPD basis set)
Br -3.190 -1.876 -3.237
Cl -2.245 2.329 -0.065
Si -2.782 -0.038 -1.699
C 2.443 -0.223 0.146
C 0.143 -0.720 -0.606
C 1.892 0.795 0.912
C 0.489 1.116 0.876
C -1.935 0.612 0.123
C 3.879 -0.614 0.112
C -0.391 0.395 0.113
C -2.543 0.034 1.389
C 1.489 -1.061 -0.496
H -4.254 0.591 -1.589
H -0.413 -1.411 -1.085
H -2.411 -0.970 1.467
H -3.656 0.252 1.505
H 4.326 -0.636 -0.844
H 4.120 -1.466 0.759
H 1.854 -1.990 -0.892
H -2.086 0.846 -2.666
H 2.439 1.519 1.423
H 0.278 2.021 1.449
H 4.487 0.071 0.708
H -1.933 0.428 2.198
```

relative energy (zero: lowest compared OMol25 entry of this formula, charge and spin) = 25.3 kcal per mole
SMILES = Cc1ccc([C@@](C)(Cl)[SiH2]Br)cc1
HOMO = -9.32 eV
gap between HOMO and LUMO = 8.75 eV
largest force on an atom = 0.083 hartree/bohr
LUMO = -0.563 eV

Charge distribution, natural (NBO) scheme, values in e:
1 Br -0.344
2 Cl 0.007
3 Si 0.911
4 C -0.014
5 C -0.209
6 C -0.194
7 C -0.203
8 C -0.311
9 C -0.648
10 C -0.074
11 C -0.637
12 C -0.182
13 H -0.135
14 H 0.205
15 H 0.220
16 H 0.228
17 H 0.228
18 H 0.231
19 H 0.210
20 H -0.160
21 H 0.206
22 H 0.224
23 H 0.219
24 H 0.222

DFT (ωB97M-V with the def2-TZVPD basis set) results for one molecule with the formula C9H12BrNOS2 in a non-equilibrium geometry.

Structure (XYZ):
```
26
C9H12BrNOS2 (ωB97M-V with the def2-TZVPD basis set)
Br -0.394 -3.746 0.018
S -2.073 -1.083 -0.198
S -1.189 1.567 1.004
O 1.421 -2.403 1.191
N 1.248 0.741 0.794
C -2.900 0.101 -2.362
C 2.350 -0.213 0.660
C 2.061 -1.240 1.786
C -0.294 3.044 1.754
C -0.539 -0.365 -2.427
C -1.835 -0.416 -1.739
C -0.455 -0.928 0.524
C 0.012 0.440 0.768
C 0.221 -2.072 0.626
H -0.618 -0.413 -3.510
H 3.266 0.333 0.549
H 0.739 3.062 1.507
H -0.771 3.818 1.289
H 1.480 -0.757 2.537
H 2.341 -0.760 -0.345
H -0.267 3.096 2.876
H 0.033 -1.196 -1.853
H 3.023 -1.581 2.197
H 0.016 0.570 -2.172
H -3.956 -0.039 -2.090
H -2.919 0.440 -3.385
```

SMILES = C=C(C)SC1=C(Br)OCCN=C1SC
HOMO = -8.05 eV
gap between HOMO and LUMO = 8.49 eV
largest force on an atom = 0.075 hartree/bohr
LUMO = 0.434 eV

Charge distribution, natural (NBO) scheme, values in e:
1 Br 0.112
2 S 0.377
3 S 0.310
4 O -0.486
5 N -0.473
6 C -0.418
7 C -0.277
8 C -0.089
9 C -0.704
10 C -0.656
11 C -0.203
12 C -0.428
13 C 0.037
14 C 0.309
15 H 0.237
16 H 0.221
17 H 0.246
18 H 0.214
19 H 0.198
20 H 0.201
21 H 0.223
22 H 0.221
23 H 0.206
24 H 0.230
25 H 0.198
26 H 0.194

DFT (ωB97M-V with the def2-TZVPD basis set) results for a 2-piece molecular cluster, C9H12BrOP overall in a non-equilibrium geometry.

Structure (XYZ):
```
24
C9H12BrOP (ωB97M-V with the def2-TZVPD basis set)
Br 3.609 -0.368 0.348
P 2.153 0.772 -0.942
O 3.932 2.377 2.120
C -0.555 0.667 -1.132
C 1.320 -2.318 -0.502
C -1.856 -0.659 0.430
C -0.311 1.984 -1.907
C -0.862 -1.606 0.504
C -3.217 -0.820 1.128
C 0.389 -1.365 -0.236
C -1.705 0.310 -0.544
C 0.607 -0.018 -0.700
H -2.585 1.031 -0.707
H -3.285 -1.819 1.619
H 3.252 1.680 2.249
H 2.156 -2.023 -1.170
H 4.699 1.882 2.062
H 1.143 -3.196 -0.002
H -3.065 -0.073 1.939
H -1.147 2.663 -1.663
H -4.004 -0.623 0.501
H 0.569 2.270 -1.395
H -0.254 1.728 -2.998
H -0.983 -2.475 0.998
```

relative energy (zero: lowest compared OMol25 entry of this formula, charge and spin) = 44.2 kcal per mole
SMILES = C=C1C=C(C)C=C(C)/C1=P/Br.O
HOMO (alpha / beta) = -7.60 / -7.60 eV
gap between HOMO and LUMO (alpha / beta) = 6.34 / 6.43 eV
largest force on an atom = 0.091 hartree/bohr
LUMO (alpha / beta) = -1.258 / -1.172 eV

Charge distribution, natural (NBO) scheme, values in e:
1 Br -0.269
2 P 0.521
3 O -0.930
4 C -0.022
5 C -0.275
6 C -0.016
7 C -0.627
8 C -0.184
9 C -0.618
10 C -0.114
11 C -0.182
12 C -0.371
13 H 0.204
14 H 0.218
15 H 0.468
16 H 0.222
17 H 0.462
18 H 0.197
19 H 0.225
20 H 0.222
21 H 0.216
22 H 0.218
23 H 0.234
24 H 0.202

DFT (ωB97M-V with the def2-TZVPD basis set) results for C9H12Cl2N4O3ScTl as an isolated structure in a non-equilibrium geometry.

Structure (XYZ):
```
32
C9H12Cl2N4O3ScTl (ωB97M-V with the def2-TZVPD basis set)
Tl 4.346 1.585 -3.148
Sc 1.350 0.094 -0.006
Cl 4.212 -0.235 -4.976
Cl 1.718 2.203 -0.789
O 2.199 0.605 3.119
O 6.942 1.087 -6.816
O 8.161 3.639 -4.884
N -2.747 -0.692 -0.168
N -2.100 -1.977 1.869
N -2.672 0.425 2.043
N -0.540 -0.260 0.969
C -1.257 0.780 1.828
C -1.254 -0.320 -0.384
C -2.732 -0.908 2.679
C 7.187 3.092 -4.568
C 1.989 0.334 1.988
C -2.781 -2.004 0.565
C -3.348 0.343 0.740
C 6.180 1.255 -5.966
C -0.667 -1.608 1.654
H -1.244 1.765 1.334
H -2.293 -2.768 -0.063
H -0.737 0.818 2.792
H -3.825 -2.277 0.805
H -2.151 -0.827 3.609
H -0.203 -1.578 2.649
H -0.819 -1.081 -1.059
H -3.798 -1.164 2.826
H -0.196 -2.402 1.048
H -1.238 0.650 -0.908
H -4.400 0.101 0.970
H -3.282 1.326 0.248
```

relative energy (zero: lowest compared OMol25 entry of this formula, charge and spin) = 0.0 kcal per mole
HOMO (alpha / beta) = -21.66 / -21.77 eV
gap between HOMO and LUMO (alpha / beta) = 5.17 / 4.43 eV
largest force on an atom = 0.212 hartree/bohr
net charge = +4
LUMO (alpha / beta) = -16.490 / -17.347 eV

Charge distribution, natural (NBO) scheme, values in e:
1 Tl 0.865
2 Sc 1.814
3 Cl -0.152
4 Cl -0.292
5 O -0.169
6 O -0.353
7 O -0.371
8 N -0.290
9 N -0.206
10 N -0.025
11 N -0.577
12 C -0.127
13 C -0.194
14 C -0.145
15 C 0.454
16 C 0.389
17 C -0.138
18 C -0.152
19 C 0.564
20 C -0.136
21 H 0.275
22 H 0.267
23 H 0.261
24 H 0.285
25 H 0.256
26 H 0.263
27 H 0.251
28 H 0.290
29 H 0.254
30 H 0.278
31 H 0.292
32 H 0.268

DFT (ωB97M-V with the def2-TZVPD basis set) results for one molecule with the formula C9H12ClNSi in a non-equilibrium geometry.

Structure (XYZ):
```
24
C9H12ClNSi (ωB97M-V with the def2-TZVPD basis set)
Cl 1.785 2.677 -1.039
Si 0.967 0.838 -0.880
N 2.109 -0.349 -1.299
C -1.372 -0.512 -2.659
C -0.914 0.690 -2.259
C 0.066 1.622 1.782
C -0.018 0.599 0.817
C -1.300 0.332 3.307
C 1.936 -1.763 -1.637
C -0.566 1.487 3.012
C -1.420 -0.665 2.348
C -0.678 -0.517 1.133
H 2.802 -2.340 -1.505
H -0.839 -1.449 -2.687
H -1.377 1.694 -2.532
H 0.752 2.462 1.633
H 1.579 -2.000 -2.722
H -0.842 -1.354 0.340
H -0.473 2.146 3.816
H -2.268 -0.482 -3.282
H 3.083 -0.021 -1.273
H -2.086 -1.363 2.525
H 0.938 -2.018 -1.100
H -1.866 0.286 4.161
```

relative energy (zero: lowest compared OMol25 entry of this formula, charge and spin) = 42.9 kcal per mole
SMILES = C=C[Si@](Cl)(NC)c1ccccc1
HOMO = -8.65 eV
gap between HOMO and LUMO = 9.38 eV
largest force on an atom = 0.116 hartree/bohr
LUMO = 0.733 eV

Charge distribution, natural (NBO) scheme, values in e:
1 Cl -0.361
2 Si 1.661
3 N -1.122
4 C -0.466
5 C -0.480
6 C -0.204
7 C -0.450
8 C -0.195
9 C -0.392
10 C -0.212
11 C -0.194
12 C -0.199
13 H 0.209
14 H 0.194
15 H 0.207
16 H 0.216
17 H 0.179
18 H 0.208
19 H 0.208
20 H 0.188
21 H 0.409
22 H 0.199
23 H 0.195
24 H 0.202